Here is a cluster of 9 separate species, H18O9 in total from OMol25. Energies are from ωB97M-V/def2-TZVPD.

Structure (XYZ):
```
27
Properties=species:S:1:pos:R:3:nbo_charge:R:1
O 0.983 24.413 7.905 -0.939
H 1.547 25.185 7.859 0.468
H 1.267 23.955 8.696 0.471
O -2.490 27.382 7.289 -0.937
H -2.202 28.275 7.480 0.468
H -1.923 26.828 7.826 0.469
O 1.067 20.849 0.602 -0.936
H 1.029 20.822 -0.354 0.467
H 0.225 21.219 0.866 0.469
O -7.713 20.334 6.703 -0.934
H -6.917 19.970 6.316 0.468
H -8.109 19.601 7.173 0.466
O -7.314 26.813 7.919 -0.937
H -6.456 26.474 7.661 0.470
H -7.717 27.094 7.098 0.466
O -2.244 22.867 4.930 -0.941
H -2.681 23.699 4.748 0.470
H -1.509 23.102 5.497 0.470
O 2.129 25.349 2.130 -0.940
H 2.808 25.883 2.544 0.466
H 2.275 24.468 2.474 0.474
O 4.839 23.128 5.252 -0.934
H 4.201 23.718 5.654 0.465
H 5.081 22.523 5.953 0.469
O -1.585 28.232 0.901 -0.937
H -0.915 28.911 0.820 0.466
H -1.092 27.413 0.947 0.471
```

Results
Net charge: 0
Lowest unoccupied orbital energy: -0.06 eV
E: -687.9092 Eh
HOMO-LUMO gap: 0.4127 Ha
SMILES: O.O.O.O.O.O.O.O.O
Energy relative to the best compared isomer or geometry (same formula, charge and spin): 3.1734 eV

---

Here is a cluster of 9 separate species, H18O9 in total from OMol25. Energies are from ωB97M-V/def2-TZVPD.

Structure (XYZ):
```
27
Properties=species:S:1:pos:R:3:nbo_charge:R:1
H -0.824 -0.144 -1.943 0.479
H 0.642 -0.263 -1.562 0.475
H 5.176 -2.042 -0.548 0.465
H 4.281 -2.997 -1.320 0.463
H -5.387 -2.282 0.414 0.462
H -3.907 -2.382 0.083 0.473
H -3.176 1.630 -1.962 0.474
H -3.410 0.521 -0.950 0.463
H -3.823 2.250 -0.344 0.465
H -2.471 2.075 0.327 0.467
H -0.181 -2.005 0.313 0.481
H -0.569 -2.119 1.778 0.468
H 1.130 0.029 2.537 0.473
H 0.583 1.345 3.064 0.466
H 1.249 3.250 0.923 0.463
H 1.780 3.082 -0.491 0.469
H 5.117 0.744 0.030 0.465
H 4.793 0.102 -1.309 0.464
O -0.213 -0.690 -1.437 -0.952
O 4.252 -2.292 -0.664 -0.929
O -4.551 -2.611 0.763 -0.934
O -3.517 0.732 -1.884 -0.934
O -3.120 2.746 0.089 -0.934
O -0.856 -2.374 0.894 -0.951
O 0.551 0.394 3.215 -0.938
O 2.042 3.003 0.433 -0.932
O 4.408 0.300 -0.448 -0.929
```

Results
Net charge: 0
Lowest unoccupied orbital energy: -0.14 eV
E: -687.9054 Eh
HOMO-LUMO gap: 0.3935 Ha
SMILES: O.O.O.O.O.O.O.O.O
Energy relative to the best compared isomer or geometry (same formula, charge and spin): 3.2769 eV

---

Here is a structure of composition H18O9 at a distorted geometry from OMol25. Energies are from ωB97M-V/def2-TZVPD.

Structure (XYZ):
```
27
Properties=species:S:1:pos:R:3:nbo_charge:R:1
H -1.158 0.701 -0.680 0.482
H 0.356 0.572 -0.685 0.447
H 1.565 -2.351 2.515 0.469
H 2.837 -1.580 2.205 0.473
H -2.580 4.891 -0.011 0.464
H -1.430 5.873 0.142 0.468
H -3.700 -0.480 2.483 0.464
H -3.288 -0.430 1.021 0.462
H 1.927 1.426 -0.805 0.436
H 3.040 2.057 -1.625 0.468
H 0.532 -2.120 -0.767 0.461
H 0.395 -0.943 -1.718 0.460
H 0.479 0.236 1.406 0.423
H 0.755 -1.157 0.865 0.459
H -3.877 -2.571 -1.872 0.471
H -5.342 -2.969 -1.797 0.467
H 4.760 -1.126 -0.755 0.464
H 5.165 0.318 -0.512 0.466
O -0.442 0.147 -0.351 -0.921
O 2.014 -1.881 1.804 -0.908
O -2.390 5.813 0.199 -0.932
O -3.334 -1.026 1.778 -0.926
O 2.838 1.733 -0.740 -0.900
O 0.278 -1.898 -1.670 -0.927
O 0.890 -0.603 1.642 -0.920
O -4.687 -2.398 -1.380 -0.938
O 4.398 -0.235 -0.697 -0.932
```

Results
Net charge: 0
Lowest unoccupied orbital energy: -0.32 eV
E: -687.7415 Eh
HOMO-LUMO gap: 0.2759 Ha
Energy relative to the best compared isomer or geometry (same formula, charge and spin): 7.7357 eV

---

Here is a cluster of 9 separate species, H18O9 in total at a distorted geometry from OMol25. Energies are from ωB97M-V/def2-TZVPD.

Structure (XYZ):
```
27
Properties=species:S:1:pos:R:3:nbo_charge:R:1
H -1.068 2.043 1.082 0.486
H 0.377 2.013 0.677 0.499
H 2.761 0.971 0.134 0.493
H 2.703 -0.179 -0.688 0.471
H 0.459 -1.725 1.254 0.489
H 1.764 -1.120 0.756 0.505
H 0.698 1.440 -1.321 0.508
H 1.235 2.838 -1.250 0.490
H -0.430 -0.305 -2.144 0.499
H -1.258 0.777 -1.605 0.485
H -0.352 -2.617 -1.989 0.486
H 0.541 -2.210 -0.768 0.511
H -1.615 -1.341 1.099 0.499
H -1.099 -1.547 -0.285 0.483
H -0.359 0.332 1.876 0.503
H 0.126 -0.444 2.984 0.487
H -3.313 1.336 -0.112 0.482
H -2.419 0.119 -0.163 0.502
O -0.228 2.043 1.515 -0.995
O 3.094 0.082 0.160 -0.943
O 1.220 -1.954 0.699 -0.998
O 1.286 1.978 -0.791 -0.998
O -0.532 0.646 -2.143 -0.974
O 0.168 -1.868 -1.585 -0.995
O -1.992 -1.518 0.193 -0.991
O -0.432 -0.523 2.250 -0.985
O -2.428 1.065 -0.241 -1.000
```

Results
Net charge: 0
Lowest unoccupied orbital energy: 0.38 eV
E: -687.9808 Eh
HOMO-LUMO gap: 0.4367 Ha
SMILES: O.O.O.O.O.O.O.O.O
Energy relative to the best compared isomer or geometry (same formula, charge and spin): 1.2246 eV

---

Here is a cluster of 9 separate species, H18O9 in total at a distorted geometry from OMol25. Energies are from ωB97M-V/def2-TZVPD.

Structure (XYZ):
```
27
Properties=species:S:1:pos:R:3:nbo_charge:R:1
H -0.090 -0.639 -1.139 0.476
H -1.267 0.105 -0.531 0.475
H -2.504 0.450 2.578 0.458
H -3.561 0.108 3.615 0.472
H 1.768 1.805 -2.354 0.485
H 2.620 0.562 -2.160 0.466
H -3.865 -1.685 -2.513 0.467
H -3.635 -2.364 -1.173 0.465
H 2.276 -2.628 1.274 0.456
H 2.768 -1.354 1.940 0.468
H -0.232 1.507 2.842 0.460
H 0.242 2.410 1.715 0.469
H -0.611 -4.021 -1.092 0.468
H 0.699 -3.260 -1.216 0.469
H -1.124 3.236 -1.399 0.469
H -2.059 4.118 -0.587 0.466
H 4.483 0.392 0.467 0.462
H 3.545 0.427 -0.728 0.467
O -0.451 0.247 -1.024 -0.951
O -3.004 -0.291 2.937 -0.931
O 2.573 1.495 -1.925 -0.943
O -4.240 -1.769 -1.629 -0.932
O 2.750 -1.808 1.091 -0.927
O 0.420 2.186 2.635 -0.929
O 0.108 -3.655 -0.565 -0.936
O -1.886 3.821 -1.487 -0.935
O 3.798 -0.121 0.024 -0.935
```

Results
Net charge: 0
Lowest unoccupied orbital energy: -0.22 eV
E: -687.8890 Eh
HOMO-LUMO gap: 0.3792 Ha
SMILES: O.O.O.O.O.O.O.O.O
Energy relative to the best compared isomer or geometry (same formula, charge and spin): 3.7218 eV

---

Here is a cluster of 9 separate species, H18O9 in total at a distorted geometry from OMol25. Energies are from ωB97M-V/def2-TZVPD.

Structure (XYZ):
```
27
Properties=species:S:1:pos:R:3:nbo_charge:R:1
O -0.059 -0.257 0.398 -0.969
H 0.360 0.285 -0.157 0.481
H 0.281 -0.370 1.215 0.489
O 2.727 0.845 0.731 -0.927
H 2.916 0.188 1.440 0.453
H 3.351 0.369 0.077 0.473
O 1.045 -0.496 3.066 -0.919
H 0.850 0.364 3.351 0.473
H 2.007 -0.486 3.120 0.458
O 0.759 2.298 -0.324 -0.968
H 0.913 2.798 -1.165 0.486
H 1.147 2.965 0.341 0.500
O -2.821 -1.101 1.092 -0.921
H -3.248 -1.389 0.372 0.453
H -2.035 -0.915 0.705 0.464
O -1.973 2.515 0.090 -0.908
H -1.039 2.278 0.191 0.476
H -1.964 3.116 -0.421 0.418
O -0.977 -2.055 -2.479 -0.930
H -0.172 -2.716 -2.461 0.454
H -0.485 -1.291 -2.540 0.468
O -0.033 0.634 -2.798 -0.938
H -0.668 1.021 -3.380 0.479
H -0.262 0.976 -1.981 0.467
O -0.537 -3.419 0.573 -0.958
H -0.356 -2.350 0.673 0.492
H 0.262 -3.819 0.271 0.454
```

Results
Net charge: 0
Lowest unoccupied orbital energy: -0.36 eV
E: -687.8183 Eh
HOMO-LUMO gap: 0.3648 Ha
SMILES: O.O.O.O.O.O.O.O.O
Energy relative to the best compared isomer or geometry (same formula, charge and spin): 5.6473 eV

---

Here is a cluster of 9 separate species, H18O9 in total at a distorted geometry from OMol25. Energies are from ωB97M-V/def2-TZVPD.

Structure (XYZ):
```
27
Properties=species:S:1:pos:R:3:nbo_charge:R:1
H -0.308 0.605 -0.690 0.478
H 1.285 0.628 -0.903 0.498
H -3.323 0.018 3.332 0.455
H -3.282 -0.200 1.953 0.457
H -1.788 4.379 -2.690 0.468
H -2.538 5.002 -1.527 0.471
H -0.483 -2.329 -0.214 0.457
H -1.056 -3.134 -1.231 0.462
H 1.562 -3.182 0.088 0.448
H 0.779 -4.107 -0.861 0.475
H 0.825 -1.597 1.090 0.446
H 1.050 -0.096 1.309 0.490
H -4.411 -0.536 -0.977 0.469
H -4.395 -2.043 -1.155 0.462
H 5.757 -0.705 -0.723 0.472
H 5.542 -0.122 0.698 0.465
H 2.308 4.387 0.529 0.462
H 2.493 3.837 1.847 0.464
O 0.467 0.124 -0.812 -0.971
O -3.864 0.141 2.628 -0.912
O -2.125 4.178 -1.825 -0.939
O -0.177 -2.747 -0.971 -0.911
O 1.636 -3.838 -0.634 -0.932
O 1.025 -0.986 1.718 -0.940
O -4.851 -1.348 -0.716 -0.931
O 5.414 0.122 -0.191 -0.937
O 2.461 3.550 0.925 -0.926
```

Results
Net charge: 0
Lowest unoccupied orbital energy: -0.12 eV
E: -687.8363 Eh
HOMO-LUMO gap: 0.3666 Ha
SMILES: O.O.O.O.O.O.O.O.O
Energy relative to the best compared isomer or geometry (same formula, charge and spin): 5.1553 eV

---

Here is a cluster of 9 separate species, H18O9 in total at a distorted geometry from OMol25. Energies are from ωB97M-V/def2-TZVPD.

Structure (XYZ):
```
27
Properties=species:S:1:pos:R:3:nbo_charge:R:1
H 0.646 0.789 0.468 0.461
H 1.088 0.008 -0.759 0.453
H 0.604 1.623 -3.578 0.479
H -0.147 2.844 -4.084 0.461
H -0.586 1.569 -0.549 0.473
H -1.365 0.466 0.148 0.456
H -1.438 0.891 3.257 0.473
H -1.402 1.676 1.956 0.453
H 0.909 -1.979 -2.330 0.466
H -0.264 -1.033 -2.531 0.475
H 0.392 0.553 6.268 0.463
H 0.696 0.786 4.797 0.472
H 2.874 -3.030 1.488 0.466
H 3.213 -2.719 0.039 0.458
H -1.999 0.101 -4.025 0.456
H -1.868 1.572 -4.387 0.465
H -1.288 -2.783 1.618 0.471
H -1.288 -1.264 1.672 0.454
O 0.975 -0.075 0.195 -0.920
O -0.207 2.125 -3.444 -0.934
O -0.673 0.610 -0.507 -0.925
O -1.055 1.679 2.855 -0.925
O 0.292 -1.666 -3.001 -0.941
O 1.079 0.880 5.677 -0.934
O 3.221 -2.331 0.922 -0.923
O -1.364 0.751 -4.347 -0.926
O -1.041 -2.043 2.183 -0.925
```

Results
Net charge: 0
Lowest unoccupied orbital energy: -0.33 eV
E: -687.7638 Eh
HOMO-LUMO gap: 0.3212 Ha
SMILES: O.O.O.O.O.O.O.O.O
Energy relative to the best compared isomer or geometry (same formula, charge and spin): 7.1284 eV

---

Here is a cluster of 10 separate species, H19O10 in total at a distorted geometry from OMol25. Energies are from ωB97M-V/def2-TZVPD.

Structure (XYZ):
```
29
Properties=species:S:1:pos:R:3:nbo_charge:R:1
O 0.569 -16.780 -0.793 -1.277
H 0.094 -15.970 -0.987 0.460
O 0.634 -18.999 -2.418 -0.982
H 0.714 -18.173 -1.922 0.499
H 0.135 -18.747 -3.171 0.457
O -2.007 -17.404 -1.192 -1.003
H -2.048 -18.221 -1.672 0.466
H -1.045 -17.274 -1.023 0.500
O 0.854 -15.987 1.772 -0.991
H 0.820 -16.128 0.799 0.499
H 1.640 -15.455 1.991 0.450
O 2.972 -17.248 0.221 -0.996
H 2.080 -17.202 -0.204 0.504
H 3.279 -16.390 0.489 0.456
O -2.796 -14.741 -1.931 -0.981
H -2.126 -15.428 -1.838 0.506
H -3.653 -15.114 -1.601 0.467
O 2.727 -17.092 -2.838 -0.961
H 2.418 -16.947 -1.933 0.483
H 2.988 -18.037 -2.774 0.469
O -0.487 -18.464 1.598 -0.948
H 0.317 -18.775 2.044 0.452
H -0.032 -17.810 1.040 0.489
O 0.021 -15.602 -3.345 -0.972
H 0.485 -14.797 -3.285 0.462
H 0.416 -16.172 -2.648 0.492
O 1.011 -13.579 -1.435 -0.937
H 0.761 -13.435 -0.537 0.470
H 0.253 -13.131 -1.853 0.469
```

Results
Net charge: -1
Lowest unoccupied orbital energy: 3.02 eV
E: -763.8516 Eh
HOMO-LUMO gap: 0.3594 Ha
Energy relative to the best compared isomer or geometry (same formula, charge and spin): 1.0561 eV

---

Here is a cluster of 9 separate species, H19O9 in total at a distorted geometry from OMol25. Energies are from ωB97M-V/def2-TZVPD.

Structure (XYZ):
```
28
Properties=species:S:1:pos:R:3:nbo_charge:R:1
O 2.593 -0.751 -0.688 -1.056
H 0.342 -0.139 -1.146 0.507
H -1.221 -1.268 -0.773 0.456
O -1.318 2.205 -0.718 -1.017
H -1.307 2.007 0.245 0.504
O 0.898 1.691 2.634 -0.957
H -2.805 -0.500 2.135 0.478
H 0.576 1.029 3.245 0.447
O -2.164 -0.793 2.799 -0.954
H 1.390 1.148 2.012 0.474
H -2.213 2.130 -1.114 0.436
O -0.151 0.356 -1.838 -0.997
H 0.178 -0.706 2.621 0.493
H -0.852 1.081 -1.241 0.491
O 0.455 -0.692 1.711 -1.031
H 0.921 -1.367 1.223 0.497
H 0.361 1.140 -2.223 0.517
O 0.593 -3.217 -0.034 -0.998
H 3.012 -0.258 0.023 0.471
H 1.331 -3.488 0.518 0.462
O 0.958 2.261 -3.400 -0.992
H -2.423 -0.271 3.568 0.457
H 0.229 -3.996 -0.472 0.478
O -1.976 -0.770 -0.424 -1.036
H 1.470 1.712 -4.010 0.480
H 1.571 2.828 -2.910 0.473
H 2.871 -1.661 -0.822 0.479
H -2.619 -0.982 -1.120 0.438
```

Results
Net charge: 0
Lowest unoccupied orbital energy (alpha / beta): 0.27 / 0.03 eV
E: -688.3695 Eh
Spin multiplicity: 2
HOMO-LUMO gap (alpha / beta): 0.1094 / 0.3939 Ha
Energy relative to the best compared isomer or geometry (same formula, charge and spin): 1.2364 eV

---

Here is a cluster of 9 separate species, H19O9 in total at a distorted geometry from OMol25. Energies are from ωB97M-V/def2-TZVPD.

Structure (XYZ):
```
28
Properties=species:S:1:pos:R:3:nbo_charge:R:1
O -0.490 -2.388 0.075 -1.017
H 1.426 1.027 1.668 0.496
H 0.218 3.439 0.357 0.464
O 0.638 0.976 -3.350 -1.173
H 1.424 1.241 -3.902 0.467
O 1.362 -4.222 1.591 -0.953
H -1.024 0.223 -1.331 0.525
H 1.673 -4.163 0.679 0.466
O -0.819 1.207 -1.020 -0.942
H 0.502 -4.633 1.423 0.457
H -0.101 1.289 -3.928 0.420
O -1.140 2.215 2.280 -0.977
H 1.420 -0.225 0.729 0.453
H -1.225 1.825 1.400 0.476
O 1.173 0.705 0.798 -1.029
H -0.158 1.407 -1.775 0.525
H -2.010 2.559 2.506 0.473
O 0.318 -0.783 2.451 -1.014
H 0.029 -1.741 0.562 0.474
H 0.713 -1.628 2.702 0.488
O -0.986 -1.192 -1.948 -1.020
H -0.034 1.179 -0.291 0.519
H -0.103 -0.347 3.200 0.494
O -0.190 3.530 -0.524 -0.958
H -0.780 -0.880 -2.850 0.456
H -0.365 -1.931 -1.857 0.493
H -0.889 -3.068 0.623 0.470
H -0.582 4.381 -0.267 0.467
```

Results
Net charge: 0
Lowest unoccupied orbital energy (alpha / beta): 0.23 / 0.09 eV
E: -688.3729 Eh
Spin multiplicity: 2
HOMO-LUMO gap (alpha / beta): 0.1079 / 0.4170 Ha
Energy relative to the best compared isomer or geometry (same formula, charge and spin): 1.1445 eV

---

Here is a cluster of 9 separate species, H19O9 in total at a distorted geometry from OMol25. Energies are from ωB97M-V/def2-TZVPD.

Structure (XYZ):
```
28
Properties=species:S:1:pos:R:3:nbo_charge:R:1
O -0.215 0.406 -0.463 -0.805
H 0.355 1.306 -0.273 0.596
H -0.888 0.638 -1.001 0.546
H 0.349 -0.362 -0.790 0.562
O 0.326 -0.051 3.220 -0.975
H -0.348 0.183 2.478 0.504
H 0.994 0.704 3.361 0.462
O 2.863 -0.389 0.826 -0.990
H 3.348 -0.427 1.706 0.517
H 3.420 -0.578 0.055 0.482
O 1.968 1.878 -1.066 -0.991
H 2.405 1.638 -1.874 0.496
H 2.595 1.594 -0.260 0.518
O -1.829 -2.762 0.060 -0.945
H -0.961 -2.487 -0.412 0.468
H -1.375 -3.251 0.717 0.471
O -0.455 3.340 0.117 -0.925
H 0.094 3.677 -0.471 0.464
H -0.001 3.599 0.979 0.484
O 0.603 -2.102 -1.080 -0.924
H 0.635 -2.457 -1.890 0.487
H 1.292 -2.629 -0.769 0.502
O -2.050 -0.523 1.583 -0.992
H -1.921 -1.147 0.898 0.485
H -2.985 -0.590 1.895 0.492
O -2.521 0.292 -2.096 -0.932
H -3.205 0.657 -2.595 0.483
H -2.492 -0.157 -2.856 0.460
```

Results
Net charge: +1
Lowest unoccupied orbital energy: -3.49 eV
E: -688.2011 Eh
HOMO-LUMO gap: 0.3644 Ha
Energy relative to the best compared isomer or geometry (same formula, charge and spin): 4.7794 eV